# C4H18NO7S

A 6-piece molecular cluster, C4H18NO7S overall at a distorted geometry (ωB97M-V/def2-TZVPD, OMol25).

Lowest unoccupied orbital energy = 3.1 eV
Highest occupied orbital energy = -6.14 eV
Charge = -1
E = -31100.9289 eV
Orbital gap = 9.21 eV
M = 224.26 g/mol
F_max = 1.77 eV/Å

Each line ends with the Löwdin charge.
Cartesian coordinates (Å):
O1 1.61843 -2.18116 1.94236  -0.10
H1 -1.68838 -1.36058 0.44406  0.06
H2 0.66002 -0.22427 0.90994  0.12
S1 -1.91738 0.13278 3.41354  0.66
O2 1.38797 -2.88305 -0.73296  -0.10
C1 -0.18335 0.09326 0.28761  -0.30
H3 2.82116 -0.16311 -1.05331  0.04
H4 2.92591 -0.79125 -2.45141  0.06
H5 -0.95241 -0.74590 3.15914  -0.18
O3 1.53444 1.46742 -0.67976  -0.08
H6 1.94213 -2.29543 -1.29038  0.00
N1 -0.85117 -1.15470 -0.07436  0.05
H7 1.14501 2.72002 0.35802  0.00
H8 -3.00941 -0.04374 1.21293  0.06
C2 -2.33579 0.68443 1.66765  -0.51
O4 -2.80542 0.13164 -2.72732  -0.10
H9 -2.92213 1.59976 1.86690  0.06
C3 0.48169 0.80211 -0.93252  -0.65
O5 -0.06679 0.68913 -2.03154  -0.01
H10 -0.45938 1.80693 1.46138  0.11
H11 1.21788 -2.46842 1.09833  -0.01
H12 2.50670 -2.14769 1.56570  0.03
H13 -2.95045 0.74903 -3.44686  0.02
H14 2.28718 3.60260 0.09517  0.02
H15 0.51812 -2.46675 -0.84397  0.00
H16 -1.13952 -1.22001 -1.03937  0.07
H17 -1.43881 1.78967 0.06451  0.12
H18 -1.87515 0.20872 -2.41951  -0.01
O6 3.04426 -0.98785 -1.51659  -0.05
O7 1.62466 3.49710 0.80571  -0.15
C4 -1.12002 1.15931 0.88691  -0.22